Entry 1:
The following is a DFT calculation (wB97M-V/def2-TZVPD) of C2H12NORe as an isolated structure.

```
! RIJCOSX wB97M-V def2-TZVPD def2/J DEFGRID3
* xyz 1 4
C -2.2232 1.4336 -0.3356
Re 1.0675 -0.6371 -0.1563
N 0.7115 -2.0343 -1.6663
H 0.4454 0.3208 -1.6137
H 1.6833 -1.9443 -1.9162
H -2.2470 0.4357 -0.5829
H -2.5620 1.9290 -1.2189
H -1.1066 1.6391 -0.0656
H -2.9974 1.5480 0.4012
H 0.4331 -2.9292 -1.2302
H 0.0790 -1.7370 -2.4624
C 1.4634 0.4316 1.7399
O 0.2968 -0.4225 1.6796
H 1.8381 0.8000 0.6637
H 2.2756 -0.1439 2.1942
H 1.2591 1.3976 2.2298
H -0.4167 -0.0871 2.3396
*
```

## Properties
Maximum force: 5.41 eV Å⁻¹
LUMO energy (alpha / beta): -4.132 / -4.429 eV
Energy: -291.18426 Ha
HOMO (alpha / beta): -11.9 / -12.1 eV
Energy above the lowest of the compared OMol25 structures with the same formula, charge and spin: 0.0 kJ/mol


Entry 2:
The following is a DFT calculation (wB97M-V/def2-TZVPD) of C4H6N2O2 as an isolated structure.

```
! RIJCOSX wB97M-V def2-TZVPD def2/J DEFGRID3
* xyz 0 1
C 0.4741 1.7101 0.4872
C -0.0734 0.5372 -0.6123
C 0.9761 -0.6274 -0.6875
C -1.4013 -0.2733 -0.3144
H 1.1831 2.2990 -0.5000
H 1.0672 0.8577 1.3591
H -0.5032 2.5436 1.0277
H -0.2565 1.2096 -1.4831
H 0.9523 -2.1537 0.8785
H -1.5261 -2.3514 0.6057
N 0.4227 -1.8298 0.0388
N -0.9394 -1.4107 0.2221
O 2.1738 -0.5167 -0.5109
O -2.5494 0.0060 -0.5108
*
```

## Properties
Maximum force: 7.53 eV Å⁻¹
LUMO energy: 0.020 eV
Energy: -415.81730 Ha
HOMO: -9.2 eV
Energy above the lowest of the compared OMol25 structures with the same formula, charge and spin: 586.3 kJ/mol


Entry 3:
The following is a DFT calculation (wB97M-V/def2-TZVPD) of a 10-piece molecular cluster, C4H30NO10 overall.

```
! RIJCOSX wB97M-V def2-TZVPD def2/J DEFGRID3
* xyz 1 1
O 0.6650 -3.9561 2.1410
C 0.4465 -3.0854 1.0947
C -0.0255 -1.6784 1.4238
N -1.5589 -1.5288 1.4157
C -2.2432 -1.8786 0.1107
C -1.7126 -0.9341 -1.0430
H 1.5539 -4.2122 2.1179
H 1.3990 -2.9744 0.4258
H -0.2410 -3.8067 0.3857
H 0.2687 -1.1981 2.3573
H 0.3479 -1.0743 0.5737
H -1.7179 -0.5515 1.5157
H -1.9518 -2.0889 2.1530
H -1.8593 -2.9400 -0.0635
H -3.3239 -1.7882 0.1234
H -2.3188 -1.1768 -1.9880
H -2.0756 0.1361 -1.1325
H -0.6433 -0.8130 -1.2068
H 3.4794 -1.0725 -0.3509
H 2.1462 -0.7239 -1.2090
O 2.7378 -0.4357 -0.5565
H 2.9677 3.6612 1.1577
H 2.1008 2.8046 0.3084
O 2.0897 3.3222 1.0581
H 2.7079 2.2299 -2.0243
H 2.2917 1.0714 -1.1888
O 2.0757 2.0378 -1.3016
H 0.1331 -0.6817 -3.1443
H 0.5677 0.4631 -2.2847
O 0.8599 -0.4422 -2.4910
H -0.8704 2.5439 -1.7361
H 0.4256 2.6308 -2.4747
O -0.3535 2.1966 -2.4506
H 0.7001 2.2046 2.2527
H 0.4273 2.2429 3.7339
O 0.3783 1.6912 2.9759
H -1.2626 1.3501 2.5194
H -2.3499 1.7301 1.4580
O -2.1518 1.1456 2.2430
H -0.4764 -2.8993 -3.4066
H -1.6662 -2.2847 -4.0119
O -0.9352 -2.1035 -3.4910
H -1.5145 4.3224 -0.1082
H -0.3055 3.6615 0.4942
O -1.2183 3.4684 0.0385
*
```

## Properties
Maximum force: 5.05 eV Å⁻¹
LUMO energy: -2.344 eV
Energy: -977.26997 Ha
HOMO: -13.7 eV
Energy above the lowest of the compared OMol25 structures with the same formula, charge and spin: 327.3 kJ/mol


Entry 4:
The following is a DFT calculation (wB97M-V/def2-TZVPD) of C14H25N3O5PrSSi as an isolated structure.

```
! RIJCOSX wB97M-V def2-TZVPD def2/J DEFGRID3
* xyz 1 3
Pr 9.6410 6.8351 9.0441
O 9.0345 11.2457 9.5374
C 8.4021 10.1626 9.2338
O 8.9784 9.1087 9.0795
C 6.8988 10.3170 9.1933
O 6.2509 9.5534 8.2344
C 5.8734 8.2273 8.6406
C 7.0723 7.3369 8.6080
O 7.4782 6.8045 9.7038
O 7.6775 7.1431 7.5097
H 9.9656 10.9897 9.7269
H 6.6485 11.3499 8.9989
H 6.5487 10.0759 10.2360
H 5.1773 7.8657 7.8627
H 5.3389 8.1806 9.6189
C 15.2411 8.6282 11.2501
Si 14.4196 7.4255 12.4435
C 15.0724 5.7367 11.9841
C 14.9325 7.8078 14.2313
C 12.5501 7.3999 12.3603
C 11.8936 7.6209 13.5802
C 10.5063 7.5397 13.6959
C 9.7930 7.2357 12.5727
N 10.4040 6.9809 11.4128
C 11.7350 7.0714 11.2694
S 12.3907 6.6892 9.6267
H 16.2733 8.7236 11.5548
H 14.8044 9.6047 11.2131
H 15.2736 8.2065 10.2485
H 16.1606 5.8256 11.9622
H 14.7286 5.3904 11.0025
H 14.8416 4.9505 12.6911
H 16.0223 7.8849 14.2435
H 14.6088 7.0801 14.9503
H 14.5745 8.7750 14.5895
H 12.5117 7.8875 14.4178
H 9.9993 7.7181 14.6548
H 8.6962 7.0854 12.6365
N 10.6481 7.3647 6.7057
C 10.8767 6.0074 6.0902
C 9.7351 5.0547 6.2719
N 9.6314 4.6319 7.6925
H 10.0530 7.9267 6.1513
H 11.5319 7.8635 6.7778
H 11.7633 5.6014 6.5750
H 11.0888 6.0719 5.0040
H 9.8170 4.2131 5.5901
H 8.8023 5.6053 6.0919
H 10.4276 4.0374 7.9334
H 8.7579 4.0668 7.8003
*
```

## Properties
Maximum force: 1.60 eV Å⁻¹
LUMO energy (alpha / beta): -2.493 / -2.470 eV
Energy: -2293.63704 Ha
HOMO (alpha / beta): -10.8 / -10.8 eV
Energy above the lowest of the compared OMol25 structures with the same formula, charge and spin: 0.0 kJ/mol


Entry 5:
The following is a DFT calculation (wB97M-V/def2-TZVPD) of a 2-piece molecular cluster, C3H12N2O2 overall.

```
! RIJCOSX wB97M-V def2-TZVPD def2/J DEFGRID3
* xyz 0 1
N -0.9056 -1.3483 -1.0001
C 0.0726 -0.2650 -1.0678
C -0.0765 0.7552 0.1079
N -1.2765 1.5832 -0.1487
C 1.1711 1.5778 0.2075
O 2.1631 0.8374 0.9775
H -1.6389 -1.2860 -1.7005
H -0.3993 -2.1967 -1.2432
H 1.0993 -0.5852 -1.2240
H -0.0879 0.4662 -1.8641
H -0.1994 0.2330 1.0595
H -1.4740 2.1577 0.6648
H -2.0059 0.8927 -0.2715
H 1.0275 2.4437 0.8698
H 1.6243 2.0630 -0.6582
H 2.3017 0.0103 0.5419
O -0.7296 -2.7439 1.7133
H 0.1433 -2.4872 2.0780
H -0.8095 -2.1080 0.9580
*
```

## Properties
Maximum force: 2.71 eV Å⁻¹
LUMO energy: 0.676 eV
Energy: -381.46344 Ha
SMILES string: NC[C@H](N)CO.O
HOMO: -9.8 eV
Energy above the lowest of the compared OMol25 structures with the same formula, charge and spin: 135.1 kJ/mol


Entry 6:
The following is a DFT calculation (wB97M-V/def2-TZVPD) of C19H24HfI2NO7 as an isolated structure.

```
! RIJCOSX wB97M-V def2-TZVPD def2/J DEFGRID3
* xyz 1 1
Hf -0.1810 0.0691 -0.3359
C 1.0051 1.9387 2.0428
C -0.4102 2.3625 1.6683
O -0.9618 1.3105 0.9423
C -3.5725 2.7575 -0.7349
C -3.7065 2.0232 -1.9906
O -1.4075 -0.6778 -1.6442
C -1.2695 -1.1945 -2.9403
C 0.1340 -1.7599 -3.0672
O 1.0421 -0.8186 -2.4644
C 1.6490 0.2024 -3.2124
C 0.8707 1.4935 -3.1064
O 0.5007 1.7703 -1.7262
C 1.4495 2.6470 -1.0537
C 2.3050 1.9252 -0.0352
O 1.5626 1.1996 0.9262
H 0.9797 1.2159 2.8563
H 1.6743 2.7601 2.3020
H -0.4048 3.2922 1.0869
H -0.9900 2.5633 2.5749
H -3.0078 3.6844 -0.7275
H -4.3279 2.6658 0.0365
H -3.2633 2.4104 -2.9008
H -4.5428 1.3464 -2.1186
H -1.3706 -0.3871 -3.6780
H -2.0588 -1.9193 -3.1453
H 0.4325 -1.9534 -4.0994
H 0.2558 -2.6624 -2.4700
H 1.7829 -0.0338 -4.2726
H 2.6427 0.3297 -2.7739
H -0.0632 1.4796 -3.6637
H 1.5095 2.2917 -3.4825
H 0.8612 3.4550 -0.6251
H 2.1594 3.0665 -1.7669
H 2.9561 2.6779 0.4203
H 2.9405 1.1827 -0.5234
I 3.8328 -3.2143 -0.0817
C 2.2691 -3.1055 1.2772
C 2.2560 -3.9351 2.4248
C 1.2462 -3.8670 3.3424
I 1.3083 -5.1221 5.0065
C 0.1787 -2.9419 3.1635
C -0.8930 -2.7169 4.0526
C -1.8172 -1.7445 3.7735
C -1.6947 -0.9918 2.5955
N -0.7281 -1.1979 1.7284
C 0.2003 -2.1469 2.0055
C 1.2497 -2.2205 1.0551
O 1.1380 -1.4157 0.0129
H 3.0700 -4.6322 2.5682
H -0.9695 -3.3058 4.9570
H -2.6376 -1.5478 4.4485
H -2.3949 -0.2029 2.3500
O -2.7894 1.5943 -0.9772
*
```

## Properties
Maximum force: 1.51 eV Å⁻¹
LUMO energy: -2.675 eV
Energy: -1963.13612 Ha
HOMO: -10.3 eV


> Which value of maximum force does entry 3 give?

5.05 eV Å⁻¹


> Look up the energy of the fourth one.

-2293.63704 Ha